A cluster of 2 separate species, C2H6NP in total in a non-equilibrium geometry, computed with wB97M-V/def2-TZVPD.

DFT total energy: -475.770653 a.u.
HOMO-LUMO gap: 10.61 eV
HOMO energy: -9.5586 eV
SMILES: C1=NC1.P

Last column: Löwdin charge in e.
Element x y z (Å)
C 1.37 -0.10 -1.62  -0.150
N 1.30 -1.15 -0.95  0.110
C 0.50 -1.06 -2.16  -0.191
H 1.89 0.78 -1.75  0.085
H -0.50 -0.89 -1.98  0.064
H 0.90 -1.63 -2.92  0.066
P -0.03 0.47 2.17  0.616
H -1.12 0.99 1.43  -0.174
H -0.54 0.18 3.41  -0.209
H 0.37 1.71 2.59  -0.216

---

An isolated molecule of C4H10FN in a non-equilibrium geometry, computed with wB97M-V/def2-TZVPD.

DFT total energy: -312.891018 a.u.
HOMO-LUMO gap: 10.10 eV
HOMO energy: -9.1419 eV
SMILES: CC[C@H](F)CN

Last column: Löwdin charge in e.
Element x y z (Å)
C -1.82 0.69 0.64  -0.107
C -1.10 0.01 -0.64  -0.253
C 0.30 0.01 -0.75  -0.366
F 0.68 -0.72 -1.97  -0.058
C 1.06 -0.77 0.34  -0.188
N 2.43 -0.15 0.01  -0.093
H -1.56 1.85 0.83  0.109
H -2.95 0.52 0.25  0.106
H -1.82 0.02 1.52  0.051
H -1.82 -0.92 -0.61  0.146
H -1.69 0.16 -1.48  0.075
H 0.78 0.92 -0.67  0.096
H 1.02 -1.90 0.41  0.132
H 0.80 -0.31 1.38  0.125
H 3.25 -0.45 0.61  0.065
H 2.42 1.05 0.14  0.159

---

An isolated molecule of C22H22N4O5S2 in a non-equilibrium geometry, computed with wB97M-V/def2-TZVPD.

DFT total energy: -2243.161220 a.u.
HOMO-LUMO gap: 8.20 eV
HOMO energy: -7.6718 eV
SMILES: COc1ccc(-c2csc(N3CCN(S(=O)(=O)c4ccc5c(c4)NC(=O)CO5)CC3)n2)cc1

Last column: Löwdin charge in e.
Element x y z (Å)
C -5.06 0.84 -3.93  -0.081
O -4.71 0.08 -2.79  -0.087
C -3.40 -0.25 -2.63  -0.289
C -3.07 -0.87 -1.42  0.004
C -1.76 -1.16 -1.12  -0.024
C -0.73 -0.85 -2.02  -0.192
C 0.65 -1.09 -1.64  -0.351
C 1.75 -0.58 -2.26  -0.364
S 3.20 -1.07 -1.46  1.057
C 2.19 -1.96 -0.32  -0.583
N 2.75 -2.74 0.64  -0.130
C 4.06 -2.35 1.13  -0.149
C 3.92 -1.06 1.98  -0.163
N 2.51 -0.84 2.23  -0.252
S 2.06 0.66 2.83  0.681
O 1.92 0.60 4.25  -0.277
O 2.95 1.62 2.26  -0.277
C 0.44 0.86 2.11  -0.269
C -0.68 0.57 2.86  -0.061
C -1.94 0.78 2.33  0.028
C -2.08 1.31 1.05  -0.209
C -0.93 1.60 0.29  -0.153
C 0.33 1.37 0.83  0.020
N -1.10 2.10 -0.99  0.185
C -2.30 2.47 -1.50  -0.450
O -2.44 2.89 -2.63  0.082
C -3.46 2.41 -0.51  -0.052
O -3.32 1.51 0.57  -0.004
C 1.84 -1.98 2.79  -0.150
C 1.86 -3.11 1.73  -0.113
N 0.93 -1.86 -0.55  0.120
C -1.08 -0.29 -3.24  -0.023
C -2.39 0.00 -3.55  -0.022
H -6.12 1.07 -3.81  0.094
H -4.92 0.26 -4.85  0.095
H -4.48 1.76 -3.98  0.088
H -3.86 -1.08 -0.72  0.126
H -1.50 -1.62 -0.18  0.113
H 1.82 0.05 -3.12  0.060
H 4.44 -3.17 1.74  0.127
H 4.73 -2.19 0.29  0.092
H 4.48 -1.16 2.92  0.129
H 4.29 -0.18 1.45  0.106
H -0.56 0.20 3.87  0.114
H -2.84 0.56 2.89  0.126
H 1.22 1.59 0.27  0.128
H -0.30 2.17 -1.60  0.168
H -4.37 2.12 -1.05  0.136
H -3.60 3.44 -0.12  0.148
H 2.33 -2.30 3.72  0.129
H 0.82 -1.68 3.02  0.107
H 0.88 -3.27 1.30  0.113
H 2.23 -4.05 2.16  0.123
H -0.31 -0.08 -3.98  0.113
H -2.61 0.45 -4.51  0.111

---

A cluster of 2 separate species, C5H14O in total in a non-equilibrium geometry, computed with wB97M-V/def2-TZVPD.

DFT total energy: -274.098906 a.u.
HOMO-LUMO gap: 10.97 eV
HOMO energy: -10.0104 eV
SMILES: CC(C)O.CC

Last column: Löwdin charge in e.
Element x y z (Å)
C 0.27 0.47 -2.38  -0.043
C -0.33 -0.22 -1.11  -0.452
C -1.83 -0.02 -1.00  -0.052
O -0.08 -1.64 -1.24  -0.072
H -0.26 1.43 -2.52  0.069
H 0.07 -0.19 -3.22  0.076
H 1.27 0.77 -2.10  0.071
H 0.32 0.05 -0.25  0.101
H -2.11 -0.21 0.04  0.082
H -2.16 0.99 -1.20  0.076
H -2.33 -0.72 -1.66  0.076
H -0.85 -1.99 -1.69  0.060
C 0.70 0.32 3.38  -0.159
C 1.37 0.98 2.19  -0.167
H 1.18 -0.60 3.77  0.072
H 0.37 1.07 4.08  0.053
H -0.22 -0.17 3.06  0.058
H 1.14 0.38 1.32  0.025
H 2.43 1.15 2.20  0.059
H 0.95 1.94 1.90  0.068

---

An isolated molecule of C4H8O2 in a non-equilibrium geometry, computed with wB97M-V/def2-TZVPD.

DFT total energy: -307.581118 a.u.
HOMO-LUMO gap: 10.46 eV
HOMO energy: -9.4371 eV
SMILES: C1COCCO1

Last column: Löwdin charge in e.
Element x y z (Å)
C 0.53 -0.46 1.21  -0.195
C 0.08 0.97 0.92  -0.262
O -0.78 1.18 -0.12  -0.118
C -0.44 0.38 -1.24  -0.175
C -0.39 -1.09 -0.87  -0.184
O 0.63 -1.31 0.09  -0.126
H 1.44 0.19 1.26  0.099
H 0.18 -1.00 2.12  0.135
H -0.28 1.42 1.85  0.131
H 1.19 1.54 0.64  0.170
H -1.21 0.59 -1.98  0.129
H 0.55 0.69 -1.64  0.134
H -1.37 -1.41 -0.49  0.132
H -0.13 -1.70 -1.75  0.130

---

A cluster of 2 separate species, CH2FO4S in total in a non-equilibrium geometry, computed with wB97M-V/def2-TZVPD.

total charge: -1
DFT total energy: -838.173499 a.u.
HOMO-LUMO gap: 9.24 eV
HOMO energy: -5.8181 eV

Last column: Löwdin charge in e.
Element x y z (Å)
C 0.06 0.19 0.52  0.011
O 0.04 -1.48 -1.66  -0.367
O 1.91 -0.93 -0.11  -0.336
O 1.24 0.68 -1.80  -0.395
O -1.84 1.17 0.49  -0.204
F -2.56 0.48 1.46  -0.243
S 0.85 -0.48 -0.94  0.346
H -0.33 -0.71 1.22  0.128
H 0.61 1.07 0.83  0.060

---

Question: What is the HOMO energy in the third record?
Answer: -7.6718 eV